Entry 1:
The following is a quantum chemistry calculation of a structure of composition C20H36MnN6O5SSi, from OMol25.

Positions of all 70 atoms, in Å:
Mn  -1.655  -0.171  -2.576
N  -1.974  1.729  -3.341
C  -3.112  1.692  -4.289
C  -3.727  0.284  -4.405
O  -4.769  0.174  -5.021
O  -3.057  -0.673  -3.849
H  -2.103  2.415  -2.607
H  -1.107  2.007  -3.791
H  -2.782  1.980  -5.287
H  -3.893  2.393  -3.999
N  -1.171  -4.272  -1.802
C  -0.796  -3.237  -2.566
N  -1.413  -2.161  -2.140
C  -2.161  -2.603  -1.093
N  -2.044  -3.888  -0.854
C  -2.993  -1.625  -0.412
C  -3.823  -1.895  0.666
N  -4.589  -0.960  1.210
C  -4.529  0.248  0.660
C  -3.697  0.534  -0.409
N  -2.911  -0.395  -0.944
H  -0.879  -5.233  -1.858
H  -0.103  -3.302  -3.387
H  -3.862  -2.892  1.085
H  -5.158  1.020  1.085
H  -3.657  1.526  -0.837
C  0.088  3.716  2.024
C  -0.037  2.200  1.951
C  -1.473  1.800  1.633
C  0.415  1.566  3.262
O  0.814  1.794  0.883
Si  1.120  0.380  0.109
S  0.453  0.513  -1.868
O  0.463  -0.837  1.001
C  1.013  -2.100  1.411
C  2.173  -1.876  2.378
C  1.480  -2.886  0.191
C  -0.113  -2.835  2.128
O  2.743  0.148  0.136
C  3.840  1.062  0.006
C  5.031  0.214  -0.424
C  3.541  2.130  -1.039
C  4.098  1.700  1.368
H  -0.542  4.119  2.818
H  -0.209  4.162  1.075
H  1.124  3.995  2.225
H  -2.156  2.146  2.412
H  -1.546  0.714  1.557
H  -1.770  2.245  0.681
H  -0.173  1.956  4.095
H  1.467  1.793  3.445
H  0.291  0.486  3.220
H  2.973  -1.320  1.891
H  2.566  -2.837  2.717
H  1.837  -1.319  3.253
H  2.300  -2.369  -0.305
H  0.657  -2.988  -0.517
H  1.816  -3.881  0.488
H  -0.484  -2.230  2.957
H  0.243  -3.788  2.523
H  -0.935  -3.037  1.445
H  4.822  -0.260  -1.384
H  5.222  -0.566  0.315
H  5.927  0.829  -0.522
H  3.322  1.670  -2.003
H  4.403  2.791  -1.150
H  2.681  2.730  -0.741
H  4.282  0.928  2.117
H  3.231  2.286  1.674
H  4.969  2.356  1.324

Summary:
⟨S²⟩: 1.096
Largest force on an atom in eV/A: 0.20
HOMO energy (alpha / beta) in Ha: -0.288 / -0.282
Multiplicity: 2
E_tot in hartree: -3327.3610
Charge: 0

Entry 2:
The following is a quantum chemistry calculation of a structure of composition C22H42FN4O11PS, from OMol25.

Positions of all 82 atoms, in Å:
C  -1.151  2.640  0.078
C  -0.064  3.206  -0.549
C  0.018  3.287  -1.997
O  0.738  4.087  -2.535
O  -0.796  2.435  -2.690
C  -1.980  3.041  -3.241
C  -3.185  2.140  -2.993
C  -3.387  1.097  -4.094
C  -2.397  -0.080  -4.093
C  -2.064  -0.641  -2.709
C  -0.925  -1.691  -2.738
C  0.370  -1.235  -2.118
F  0.375  0.091  -1.765
O  1.497  -1.319  -3.023
S  2.788  -0.934  -2.126
O  3.830  -1.875  -2.366
O  3.151  0.426  -2.242
O  2.145  -1.244  -0.673
C  0.896  -1.988  -0.885
C  -0.110  -2.007  0.260
C  0.088  -1.012  1.392
O  -0.396  -1.234  2.455
O  0.749  0.149  1.144
P  1.516  -3.736  -1.278
N  0.477  -4.893  -1.071
H  -1.816  3.255  0.669
H  -1.391  1.584  -0.024
H  0.767  3.566  0.048
H  -1.822  3.080  -4.319
H  -2.151  4.039  -2.844
H  -4.061  2.793  -3.007
H  -3.150  1.704  -1.998
H  -3.242  1.632  -5.035
H  -4.420  0.754  -4.126
H  -1.486  0.140  -4.651
H  -2.875  -0.893  -4.644
H  -2.951  -1.184  -2.374
H  -1.882  0.128  -1.968
H  -0.778  -1.992  -3.772
H  -1.270  -2.575  -2.204
H  -0.072  -2.990  0.728
H  -1.128  -1.907  -0.110
H  1.669  0.042  1.422
H  2.639  -3.845  -0.437
H  2.000  -3.734  -2.589
H  -0.434  -4.567  -0.774
C  9.037  -2.000  -3.116
O  10.017  -2.612  -3.494
N  7.861  -1.959  -3.766
C  6.719  -1.211  -3.265
C  7.734  -2.691  -5.014
H  9.033  -1.413  -2.181
H  5.883  -1.879  -3.099
H  6.429  -0.449  -3.993
H  6.974  -0.722  -2.328
H  7.922  -3.752  -4.847
H  8.465  -2.328  -5.738
H  6.731  -2.557  -5.411
C  -3.174  -0.978  6.678
O  -3.845  -1.364  5.740
N  -1.829  -0.990  6.718
C  -1.090  -0.510  7.867
C  -1.100  -1.503  5.566
H  -3.629  -0.572  7.599
H  -0.440  0.318  7.577
H  -0.475  -1.312  8.281
H  -1.778  -0.164  8.635
H  -1.348  -0.925  4.680
H  -1.380  -2.541  5.384
H  -0.031  -1.441  5.752
C  -2.951  4.092  3.464
O  -1.918  3.787  2.898
N  -3.838  3.208  3.953
C  -5.056  3.624  4.621
C  -3.559  1.787  3.803
H  -3.248  5.142  3.626
H  -5.073  3.243  5.644
H  -5.928  3.240  4.088
H  -5.111  4.709  4.650
H  -2.618  1.536  4.293
H  -3.468  1.532  2.747
H  -4.365  1.208  4.246

Summary:
Largest force on an atom in eV/A: 2.07
HOMO energy in Ha: -0.310
E_tot in hartree: -2749.3675
Charge: 0